# 1
Here is a molecular structure, C6H6LaLiO2 from the OMol25 dataset. Energies are from the ωB97M-V functional and the def2-TZVPD basis.

Geometry as XYZ:
```
16
Properties=species:S:1:pos:R:3:forces:R:3
C -0.221826 -2.826557 -0.580656 -0.258 0.340 0.079
C 0.130969 -2.130533 0.519444 -0.032 0.518 -0.303
C -0.622540 -1.936643 1.805358 -0.032 1.562 1.042
H 0.510170 -2.940121 -1.385615 0.072 -0.324 0.020
H -1.149218 -3.405159 -0.642374 0.208 -0.046 -0.115
H 1.092200 -1.607674 0.544200 0.151 -0.265 0.206
H -0.054661 -2.408959 2.627297 0.077 -0.012 0.064
C -1.921705 -2.543935 1.865348 -1.217 -1.183 0.280
O -2.928271 -3.033025 1.927800 1.072 0.714 -0.042
O -1.819926 0.319686 0.167672 0.091 -0.183 -3.795
C -1.382617 0.508390 1.387073 2.454 2.004 5.364
C -0.828037 -0.318744 2.268398 -0.903 -3.759 -1.564
La -0.624952 -0.177845 -1.763941 0.174 0.012 0.590
Li -3.606513 1.084848 -0.080338 -1.002 0.588 0.589
H -1.161623 1.469092 2.022144 -1.599 -0.111 -2.341
H -0.837278 -0.135935 3.339316 0.745 0.145 -0.074
```
Positions in Å, forces in eV/Å.

Results
Net charge: +4
ΔE to the lowest compared entry with this formula, charge and spin, eV: 0.284

# 2
Here is a gas-phase ion, C6H6N (charge +1) from the OMol25 dataset. Energies are from the ωB97M-V functional and the def2-TZVPD basis.

Geometry as XYZ:
```
13
Properties=species:S:1:pos:R:3:forces:R:3
C 0.285843 2.075774 -3.084810 1.270 -1.266 0.665
C 0.159957 1.363423 -2.102527 -0.237 1.590 -1.395
C -0.126906 0.698507 -0.918381 0.458 0.069 0.846
C -0.633527 -0.560573 -0.576536 -1.132 -0.969 -0.828
C 0.470193 0.481886 0.315215 -0.088 1.290 0.070
N -0.570058 -0.322495 0.899264 -0.892 0.626 2.731
C -0.198739 -1.543667 1.651681 2.229 0.570 1.836
H 0.782941 2.524759 -3.953015 -0.963 -0.032 0.628
H 1.477656 0.562694 0.720329 -0.065 -0.358 -0.208
H -1.313294 0.115905 1.559392 1.034 0.033 -2.456
H -0.246222 -1.362926 2.812952 0.275 -0.182 -2.379
H -0.942762 -2.243679 1.379432 -0.377 -1.105 -0.235
H 0.854917 -1.789607 1.297006 -1.510 -0.265 0.724
```
Positions in Å, forces in eV/Å.

Results
Net charge: +1
SMILES: C#CC1=C2[C@@H]1[N@@H+]2C
ΔE to the lowest compared entry with this formula, charge and spin, eV: 4.828

| no. | total energy (eV) | LUMO energy (eV) | strongest force on any atom (Eh/bohr) |
| --- | --- | --- | --- |
| 1 | -11427.6087 | -18.154 | 0.121 |
| 2 | -7794.9148 | -5.349 | 0.057 |